(1)
28
Properties=species:S:1:pos:R:3 method="wB97M-V/def2-TZVPD" homo_energy_ev=-6.891 lumo_energy_ev=0.73 e_above_lowest_kj_mol=317.9 max_force_ev_per_a=5.3
C 0.839 -0.471 -0.214
C -0.391 0.113 0.290
C -0.044 -2.113 -0.998
C 0.412 1.785 0.953
C 1.550 0.174 -1.384
C -0.990 -0.482 1.551
C -1.459 0.521 -0.700
N 1.757 -0.899 0.768
N -0.517 2.719 1.503
O -0.321 -1.953 -2.377
H -1.110 -1.411 -2.468
H 2.638 -1.212 0.386
H 1.387 -1.562 1.432
H -1.082 2.329 2.246
H -1.119 3.137 0.806
H 0.790 -2.816 -0.935
H -0.896 -2.550 -0.462
H 1.084 1.423 1.729
H 0.979 2.272 0.163
H 2.496 0.610 -1.068
H 0.986 0.965 -1.868
H 1.745 -0.584 -2.145
H -1.434 -1.460 1.359
H -1.062 0.764 -1.683
H -2.202 -0.270 -0.813
H -1.791 0.165 1.915
H -0.254 -0.596 2.344
H -1.991 1.401 -0.330

(2)
57
Properties=species:S:1:pos:R:3 method="wB97M-V/def2-TZVPD" homo_energy_ev=-9.518 lumo_energy_ev=0.43 e_above_lowest_kj_mol=3.0 max_force_ev_per_a=0.1
C 1.044 2.730 3.168
C 0.492 1.487 2.480
C 0.186 1.687 0.994
C -0.963 2.672 0.788
C -0.123 0.341 0.323
C -0.476 0.495 -1.168
C -0.420 -0.845 -1.876
O 0.607 -1.218 -2.436
N -1.530 -1.602 -1.775
C -1.726 -2.910 -2.412
C -1.655 -2.778 -3.925
O -2.678 -1.892 -4.368
C -0.747 -3.951 -1.856
C -1.264 -4.237 -0.442
C -2.793 -3.985 -0.490
C -3.621 -5.221 -0.166
C -3.063 -3.461 -1.914
N 0.990 -0.593 0.438
C 0.918 -1.692 1.231
O 0.081 -1.829 2.107
C 1.942 -2.758 0.970
C 2.303 -3.593 2.022
N 3.166 -4.595 1.898
C 3.693 -4.817 0.699
C 3.378 -4.045 -0.409
Cl 4.083 -4.419 -1.947
C 2.492 -2.991 -0.284
H 1.337 2.505 4.194
H 1.929 3.103 2.646
H 0.316 3.540 3.209
H 1.213 0.675 2.585
H -0.418 1.148 2.985
H 1.086 2.089 0.510
H -1.899 2.250 1.168
H -0.780 3.603 1.322
H -1.106 2.928 -0.262
H -0.959 -0.125 0.852
H -1.460 0.952 -1.269
H 0.254 1.143 -1.656
H -2.352 -1.158 -1.400
H -0.666 -2.415 -4.210
H -1.804 -3.770 -4.365
H -2.327 -1.334 -5.066
H -0.833 -4.845 -2.480
H 0.288 -3.618 -1.897
H -1.030 -5.252 -0.119
H -0.800 -3.563 0.279
H -3.044 -3.207 0.236
H -3.360 -6.041 -0.840
H -3.444 -5.558 0.856
H -4.690 -5.026 -0.277
H -3.869 -2.727 -1.973
H -3.344 -4.293 -2.567
H 1.654 -0.602 -0.321
H 1.862 -3.433 2.998
H 4.388 -5.643 0.605
H 2.217 -2.408 -1.156

(3)
90
Properties=species:S:1:pos:R:3 method="wB97M-V/def2-TZVPD" homo_energy_ev=-12.222 lumo_energy_ev=-7.75 e_above_lowest_kj_mol=993.5 charge=+1 max_force_ev_per_a=7.2
In 5.354 -5.798 4.879
C -1.337 -1.996 2.965
C -0.024 -2.589 2.836
C 0.754 -2.608 1.493
O 1.890 -3.078 1.320
C 0.111 -2.036 0.384
C -1.128 -1.515 0.459
C -1.904 -1.469 1.859
O -3.087 -0.917 2.116
O -1.558 -1.150 -0.674
O 0.564 -3.167 3.793
H -1.728 -2.022 3.971
H 0.663 -1.995 -0.544
C -3.378 3.598 8.213
C -3.238 4.810 7.137
O -2.248 5.642 7.766
S -2.279 5.536 9.462
O -3.509 6.047 9.960
O -0.937 5.919 10.073
O -2.373 3.841 9.193
H -3.081 2.735 7.617
H -4.415 3.431 8.506
H -4.177 5.343 6.986
H -2.913 4.327 6.216
C -0.356 3.676 -6.062
C -1.593 3.386 -6.954
O -1.103 3.255 -8.312
S 0.215 4.094 -8.482
O -0.099 5.503 -8.405
O 0.997 3.511 -9.589
O 0.687 3.486 -7.015
H -0.281 2.973 -5.231
H -0.271 4.677 -5.640
H -2.307 4.203 -6.856
H -2.212 2.568 -6.587
C 4.424 3.474 0.938
C 2.926 3.632 0.330
O 3.062 4.772 -0.499
S 4.591 4.959 -1.131
O 4.945 6.342 -0.788
O 4.794 4.528 -2.567
O 5.245 3.855 -0.109
H 4.685 2.476 1.291
H 4.620 3.934 1.907
H 2.090 3.829 1.002
H 2.716 2.822 -0.369
C -7.440 -2.648 -2.517
C -7.422 -1.519 -3.533
O -8.631 -1.555 -4.269
S -9.831 -2.526 -3.479
O -10.310 -3.567 -4.420
O -10.797 -1.755 -2.705
O -8.748 -3.263 -2.460
H -6.950 -2.483 -1.557
H -6.755 -3.423 -2.861
H -6.675 -1.733 -4.298
H -7.301 -0.534 -3.081
C 6.574 -1.762 -3.287
C 6.535 -3.003 -4.103
O 6.178 -2.486 -5.422
S 7.051 -1.103 -5.733
O 6.177 -0.191 -6.404
O 8.349 -1.381 -6.421
O 7.265 -0.867 -4.082
H 6.944 -1.856 -2.266
H 5.588 -1.315 -3.159
H 5.781 -3.702 -3.740
H 7.465 -3.572 -4.116
C 1.987 -1.257 13.191
C 0.640 -1.874 13.113
O 0.591 -2.694 11.927
S 1.807 -2.297 10.866
O 1.432 -1.124 10.088
O 2.462 -3.512 10.291
O 2.658 -1.769 12.110
H 2.512 -1.726 14.024
H 1.904 -0.171 13.206
H -0.180 -1.170 12.973
H 0.488 -2.352 14.081
C 0.575 -3.784 -7.334
C -0.823 -3.287 -7.239
O -1.228 -2.944 -8.499
S -0.574 -4.032 -9.625
O -0.191 -3.334 -10.842
O -1.371 -5.297 -9.634
O 0.741 -4.369 -8.600
H 0.879 -4.530 -6.600
H 1.148 -2.866 -7.206
H -0.813 -2.367 -6.654
H -1.490 -3.845 -6.581

(4)
17
Properties=species:S:1:pos:R:3 method="wB97M-V/def2-TZVPD" homo_energy_ev="-6.114 / -6.123" lumo_energy_ev="0.78 / 1.86" spin_multiplicity=4 e_above_lowest_kj_mol=381.6 charge=-1 max_force_ev_per_a=8.3
Cr -0.320 0.470 0.170
N 0.023 -0.329 -2.353
O -1.004 -0.071 -1.718
O 0.227 -1.309 -3.052
O 0.874 0.293 -1.800
N 0.849 -2.589 0.060
O 0.281 -1.557 0.567
O 0.195 -3.475 -0.463
O 2.025 -2.644 -0.214
N -2.568 0.846 1.568
O -1.473 0.402 1.942
O -2.312 1.165 0.435
O -3.559 1.067 2.263
N 1.744 1.982 0.767
O 1.585 0.806 0.953
O 2.780 2.556 0.590
O 0.652 2.388 0.285